1.
Molecular formula: C4H5N3O
Method: DFT, ωB97M-V/def2-TZVPD

Structure (ORCA input):
```
! RIJCOSX wB97M-V def2-TZVPD def2/J DEFGRID3
* xyz 0 1
C -2.242 0.044 0.120
N -1.205 -1.111 -0.051
C -0.137 -0.434 -0.178
N 0.163 1.102 0.082
C 1.419 1.089 -0.175
C 2.225 -0.223 -0.121
O 3.306 -0.487 0.293
N 1.129 -1.099 -0.171
H -1.929 0.941 0.831
H -2.364 0.537 -0.758
H -3.229 -0.441 0.600
H 2.027 2.099 -0.414
H 0.837 -2.018 -0.058
*
```

Output
SMILES ... C/N=C1\N=CC(=O)N1
LUMO level ... -0.7 eV
Relative energy (zero: lowest compared OMol25 entry of this formula, charge and spin) ... 3.692 eV
F_max ... 5.86 eV/Å


2.
Molecular formula: C4H5N3O
Method: DFT, ωB97M-V/def2-TZVPD

Structure (ORCA input):
```
! RIJCOSX wB97M-V def2-TZVPD def2/J DEFGRID3
* xyz 0 1
C 2.077 -1.273 0.015
C 1.354 0.717 0.142
C -0.026 1.285 0.158
C -0.424 -0.250 -0.144
N 3.063 -0.378 0.128
N 2.622 0.839 0.210
N 0.915 -0.579 -0.129
O -1.306 -0.941 0.522
H 2.292 -2.259 -0.235
H -0.402 1.495 1.214
H -0.263 2.157 -0.640
H -0.772 -0.474 -1.575
H -1.368 -0.524 1.436
*
```

Output
LUMO level ... 0.4 eV
Relative energy (zero: lowest compared OMol25 entry of this formula, charge and spin) ... 5.310 eV
F_max ... 7.88 eV/Å


3.
Molecular formula: C4H5N3O2
Method: DFT, ωB97M-V/def2-TZVPD

Structure (ORCA input):
```
! RIJCOSX wB97M-V def2-TZVPD def2/J DEFGRID3
* xyz 0 1
C 1.810 1.016 0.153
C 0.892 -1.134 -0.180
C -1.274 0.311 0.282
C -0.231 0.556 -0.730
N 0.775 1.502 -0.347
N 1.967 -0.402 0.273
N -2.379 -0.383 -0.101
O 0.655 -2.241 -0.369
O -1.275 0.589 1.457
H 2.623 1.616 0.612
H -0.595 0.520 -1.670
H 2.639 -0.873 0.806
H -2.782 -0.507 -0.997
H -2.824 -0.571 0.811
*
```

Output
LUMO level ... 0.5 eV
Relative energy (zero: lowest compared OMol25 entry of this formula, charge and spin) ... 3.136 eV
F_max ... 6.33 eV/Å


4.
Molecular formula: C4H5N3O2
Method: DFT, ωB97M-V/def2-TZVPD

Structure (ORCA input):
```
! RIJCOSX wB97M-V def2-TZVPD def2/J DEFGRID3
* xyz 0 1
C -1.565 0.023 1.570
N -0.444 0.275 0.758
C -0.080 1.452 0.367
N 1.086 1.592 -0.375
C 1.911 0.967 -0.981
O 2.770 0.531 -1.595
H -2.019 0.933 1.941
H -2.052 -0.728 0.890
H -1.259 -0.630 2.311
H -0.415 2.373 0.876
N -0.013 -1.598 -1.876
C 0.741 -1.912 -1.068
O 1.343 -2.364 -0.212
H -0.002 -0.913 -2.607
*
```

Output
SMILES ... C/N=C/N=C=O.N=C=O
LUMO level ... 0.7 eV
Relative energy (zero: lowest compared OMol25 entry of this formula, charge and spin) ... 3.017 eV
F_max ... 6.54 eV/Å


5.
Molecular formula: C4H5N3O3S
Method: DFT, ωB97M-V/def2-TZVPD

Structure (ORCA input):
```
! RIJCOSX wB97M-V def2-TZVPD def2/J DEFGRID3
* xyz 0 1
C -1.597 -0.180 -2.032
S -0.334 0.568 -1.034
O -0.471 2.020 -1.031
O 0.838 0.047 -1.614
O -0.642 -0.022 0.496
C 0.500 -0.234 1.296
N 1.419 1.021 1.298
C 1.277 -1.408 0.790
N 1.826 -2.410 0.569
C 0.085 -0.376 2.703
N -0.337 -0.532 3.755
H -2.542 -0.377 -1.602
H -1.923 0.528 -2.705
H -1.207 -1.015 -2.553
H 2.253 0.692 0.872
H 0.855 1.678 0.792
*
```

Output
SMILES ... CS(=O)(=O)OC(N)(C#N)C#N
LUMO level ... 0.2 eV
Relative energy (zero: lowest compared OMol25 entry of this formula, charge and spin) ... 1.870 eV
F_max ... 3.49 eV/Å


6.
Molecular formula: C4H5N3O4
Method: DFT, ωB97M-V/def2-TZVPD

Structure (ORCA input):
```
! RIJCOSX wB97M-V def2-TZVPD def2/J DEFGRID3
* xyz 0 1
C -1.002 1.982 0.122
C -0.114 1.195 1.068
C 0.436 -0.088 0.494
C 1.833 0.076 0.095
N 2.903 0.360 -0.144
N -0.274 -1.176 0.309
O -1.421 -1.425 0.595
O 0.464 -2.310 -0.182
N 0.211 -2.576 -1.680
O 0.847 -3.516 -1.958
O -0.522 -1.851 -2.218
H -0.446 2.299 -0.704
H -1.290 2.692 0.820
H -1.817 1.356 -0.110
H 0.829 1.817 1.328
H -0.637 1.166 2.165
*
```

Output
SMILES ... CC/C(C#N)=[N+](\[O-])O[N+](=O)[O-]
LUMO level (alpha / beta) ... -0.8 / -0.8 eV
Relative energy (zero: lowest compared OMol25 entry of this formula, charge and spin) ... 9.571 eV
F_max ... 3.56 eV/Å


7.
Molecular formula: C4H5N3O6
Method: DFT, ωB97M-V/def2-TZVPD

Structure (ORCA input):
```
! RIJCOSX wB97M-V def2-TZVPD def2/J DEFGRID3
* xyz 0 1
O -3.695 -0.464 0.731
N -3.474 0.617 0.268
O -4.175 1.566 0.140
C -2.118 0.748 -0.117
N -1.688 1.733 -0.837
O -2.244 2.611 -1.376
O -0.116 2.019 -0.956
C 0.978 1.171 -0.793
N 1.681 1.040 -2.203
O 0.977 0.709 -3.132
O 2.860 1.094 -2.211
C 0.424 -0.231 -0.220
C -0.960 -0.096 0.527
H 1.597 1.632 -0.134
H 1.092 -0.831 0.601
H 0.424 -0.856 -1.122
H -1.353 -1.166 0.674
H -0.761 0.441 1.421
*
```

Output
SMILES ... O=[N+]([O-])C1=[N+]([O-])O[C@H]([N+](=O)[O-])CC1
LUMO level ... -1.1 eV
Relative energy (zero: lowest compared OMol25 entry of this formula, charge and spin) ... 4.545 eV
F_max ... 5.01 eV/Å


8.
Molecular formula: C4H5N3S
Method: DFT, ωB97M-V/def2-TZVPD

Structure (ORCA input):
```
! RIJCOSX wB97M-V def2-TZVPD def2/J DEFGRID3
* xyz 0 1
C 3.235 -0.451 -0.097
N 1.869 -0.002 -0.186
C 0.943 -0.895 -0.123
C -0.194 -0.024 0.202
C -1.593 -0.673 0.387
S -3.058 0.035 -0.210
N 0.126 1.233 0.264
N 1.477 1.186 -0.026
H 3.490 0.281 0.690
H 3.263 -1.572 0.408
H 3.960 -0.230 -0.870
H 1.273 -1.842 -0.209
H -1.709 -1.855 0.759
*
```

Output
SMILES ... Cn1cc(C=S)nn1
LUMO level ... -0.8 eV
Relative energy (zero: lowest compared OMol25 entry of this formula, charge and spin) ... 4.690 eV
F_max ... 6.45 eV/Å


9.
Molecular formula: C4H5N3S
Method: DFT, ωB97M-V/def2-TZVPD

Structure (ORCA input):
```
! RIJCOSX wB97M-V def2-TZVPD def2/J DEFGRID3
* xyz 0 1
N -1.780 1.634 0.017
C -1.466 0.336 -0.004
S -2.569 -0.900 -0.010
C -0.003 0.092 0.003
N 0.842 1.061 -0.015
N 2.166 0.546 -0.005
C 2.090 -0.740 -0.009
C 0.677 -1.232 0.016
H -1.036 2.323 -0.023
H -2.756 1.908 -0.010
H 2.990 -1.356 -0.035
H 0.394 -1.862 -0.835
H 0.449 -1.811 0.910
*
```

Output
SMILES ... NC(=S)C1=NN=CC1
LUMO level ... -0.7 eV
Relative energy (zero: lowest compared OMol25 entry of this formula, charge and spin) ... 1.299 eV
F_max ... 0.70 eV/Å


10.
Molecular formula: C4H5N3S
Method: DFT, ωB97M-V/def2-TZVPD

Structure (ORCA input):
```
! RIJCOSX wB97M-V def2-TZVPD def2/J DEFGRID3
* xyz 0 1
C 1.630 1.389 -0.163
C 0.688 0.205 -0.054
N 0.428 -0.352 1.050
C -0.351 -1.504 1.145
N -1.522 -1.728 0.724
N -2.249 -0.750 0.103
C -1.773 -0.163 -0.913
S -0.098 -0.376 -1.566
H 2.043 1.648 0.825
H 1.070 2.234 -0.534
H 2.430 1.182 -0.877
H 0.082 -2.317 1.716
H -2.377 0.531 -1.456
*
```

Output
SMILES ... CC1=NC=NN=CS1
LUMO level ... 0.5 eV
Relative energy (zero: lowest compared OMol25 entry of this formula, charge and spin) ... 2.367 eV
F_max ... 0.77 eV/Å


11.
Molecular formula: C4H5N3S
Method: DFT, ωB97M-V/def2-TZVPD

Structure (ORCA input):
```
! RIJCOSX wB97M-V def2-TZVPD def2/J DEFGRID3
* xyz 0 1
N 0.441 2.137 -0.186
C -0.296 0.913 -0.079
C -1.672 0.867 0.168
N -2.355 -0.256 0.080
C -1.527 -1.321 -0.086
N -0.263 -1.450 -0.032
C 0.441 -0.299 -0.138
S 2.135 -0.412 0.030
H -0.035 2.941 0.473
H 1.385 1.820 0.150
H -2.250 1.749 0.183
H -1.962 -2.354 -0.254
H 2.265 -1.549 0.740
*
```

Output
SMILES ... Nc1cncnc1S
LUMO level ... 0.2 eV
Relative energy (zero: lowest compared OMol25 entry of this formula, charge and spin) ... 1.455 eV
F_max ... 5.06 eV/Å


12.
Molecular formula: C4H5N4S
Method: DFT, ωB97M-V/def2-TZVPD

Structure (ORCA input):
```
! RIJCOSX wB97M-V def2-TZVPD def2/J DEFGRID3
* xyz 1 1
C -0.694 -1.458 0.001
C -2.960 -0.576 0.011
C 0.966 2.815 0.024
C 1.602 -0.708 -0.008
N -1.996 -1.323 0.011
N 0.474 1.763 -0.008
N -0.295 0.801 -0.036
N 0.172 -0.465 -0.020
S -4.302 0.166 0.005
H -0.307 -2.466 0.014
H 1.432 3.756 0.018
H 2.095 -0.063 -0.737
H 2.011 -0.497 0.984
H 1.802 -1.746 -0.261
*
```

Output
LUMO level ... -4.7 eV
Relative energy (zero: lowest compared OMol25 entry of this formula, charge and spin) ... 3.367 eV
F_max ... 3.33 eV/Å


- The highest F_max belongs to which entry?
  number 2


- Which of these has the lowest relative energy (zero: lowest compared OMol25 entry of this formula, charge and spin)?
  number 9


- Among the records above, which one has the lowest F_max?
  number 9


- Look up the F_max of the eighth one.
  6.45 eV/Å